# 1
{"formula": "C34H48N3O3PZn", "method": "ωB97M-V/def2-TZVPD", "species": ["Zn", "N", "N", "C", "C", "C", "C", "H", "H", "H", "C", "C", "H", "H", "H", "C", "C", "H", "H", "H", "C", "H", "H", "H", "C", "H", "H", "H", "C", "H", "C", "H", "C", "H", "C", "H", "C", "C", "H", "C", "C", "H", "C", "H", "N", "C", "C", "C", "H", "C", "C", "H", "H", "H", "C", "H", "C", "C", "H", "H", "H", "C", "H", "H", "H", "C", "C", "O", "P", "O", "C", "C", "O", "C", "C", "H", "H", "H", "H", "H", "H", "H", "H", "H", "H", "H", "H", "H", "H", "H"], "xyz": [[0.383, 0.306, 0.105], [2.658, -1.488, -1.713], [2.049, 1.914, -0.794], [0.634, 0.402, 3.154], [2.030, 0.640, 2.997], [2.651, -0.607, 2.702], [4.089, -0.845, 2.427], [4.607, 0.071, 2.121], [4.225, -1.593, 1.633], [4.594, -1.226, 3.329], [1.640, -1.601, 2.638], [1.804, -3.019, 2.241], [1.494, -3.686, 3.057], [2.847, -3.245, 1.996], [1.185, -3.261, 1.363], [0.399, -0.981, 2.937], [-0.915, -1.662, 3.006], [-1.001, -2.452, 2.247], [-1.740, -0.953, 2.855], [-1.060, -2.140, 3.988], [2.686, 1.966, 3.076], [2.986, 2.190, 4.113], [1.998, 2.762, 2.757], [3.586, 2.023, 2.448], [-0.415, 1.408, 3.448], [-0.963, 1.710, 2.539], [0.022, 2.306, 3.899], [-1.156, 0.995, 4.148], [3.271, -2.652, -1.784], [2.631, -3.507, -1.982], [4.664, -2.734, -1.621], [5.136, -3.704, -1.739], [5.365, -1.582, -1.355], [6.471, -1.564, -1.392], [4.651, -0.407, -1.080], [5.160, 0.540, -0.865], [3.217, -0.422, -1.126], [2.348, 0.567, -0.345], [2.740, 0.593, 0.681], [0.697, 1.947, -1.149], [2.381, 3.216, -0.290], [3.393, 3.472, -0.006], [1.311, 4.026, -0.477], [1.206, 5.104, -0.399], [0.273, 3.235, -0.991], [-1.127, 3.516, -1.132], [-1.884, 3.957, -0.035], [-3.283, 3.860, -0.095], [-3.846, 4.166, 0.789], [-3.939, 3.348, -1.218], [-5.437, 3.198, -1.262], [-5.753, 2.203, -0.908], [-5.806, 3.300, -2.291], [-5.940, 3.948, -0.640], [-3.160, 2.886, -2.281], [-3.655, 2.448, -3.153], [-1.766, 2.923, -2.237], [-0.985, 2.326, -3.355], [-0.583, 3.086, -4.042], [-1.621, 1.651, -3.939], [-0.140, 1.736, -2.948], [-1.246, 4.404, 1.235], [-0.450, 5.142, 1.079], [-0.832, 3.558, 1.802], [-2.026, 4.853, 1.858], [-0.337, -3.444, -3.742], [-0.522, -1.959, -3.591], [-1.269, -1.537, -2.402], [-0.874, -1.458, -0.852], [-0.398, -2.965, -0.457], [-1.271, -4.170, -0.562], [-0.761, -5.165, 0.437], [-2.344, -1.401, -0.137], [-3.188, -0.251, -0.364], [-4.444, -0.383, 0.471], [-1.295, -3.973, -3.701], [0.122, -3.621, -4.723], [0.344, -3.846, -2.988], [0.436, -1.429, -3.605], [-1.135, -1.589, -4.417], [-1.215, -4.539, -1.595], [-2.304, -3.875, -0.340], [0.260, -5.475, 0.193], [-0.767, -4.747, 1.449], [-1.397, -6.055, 0.425], [-2.644, 0.670, -0.094], [-3.435, -0.181, -1.435], [-4.213, -0.463, 1.541], [-5.045, 0.521, 0.314], [-5.056, -1.238, 0.154]], "forces_ev_per_a": [[-0.2, -0.8, 0.0], [-1.9, 0.2, 1.5], [-1.2, 2.2, -0.5], [1.0, -0.5, -0.5], [-0.6, -1.1, 0.0], [-1.2, 0.1, 0.1], [0.4, -0.2, 0.1], [0.0, -0.1, 0.0], [0.1, 0.2, 0.1], [0.2, 0.0, -0.2], [0.0, 1.2, 0.2], [-0.1, -0.4, -0.1], [0.1, -0.2, -0.1], [-0.1, -0.1, 0.0], [0.2, 0.0, 0.2], [0.8, 0.4, -0.7], [-0.4, -0.3, 0.2], [-0.1, 0.2, 0.1], [0.1, -0.2, 0.0], [-0.2, -0.1, 0.0], [0.1, 0.4, 0.3], [0.2, 0.2, -0.1], [0.2, 0.0, 0.0], [-0.1, 0.1, 0.1], [-0.4, 0.2, 0.2], [0.0, 0.0, 0.2], [-0.2, 0.0, 0.0], [0.0, 0.2, 0.0], [1.2, 0.6, -0.3], [0.3, 0.0, -0.3], [-0.9, -1.0, -0.1], [0.2, 0.1, 0.1], [0.5, 1.2, -0.2], [-0.7, -0.1, 0.2], [-0.7, 0.0, -0.2], [-0.1, -0.5, 0.2], [1.6, 0.4, -0.2], [1.4, -1.2, 0.7], [0.3, 0.2, -0.4], [0.2, -0.1, 1.0], [0.2, -1.0, -0.9], [-0.2, 0.0, 0.1], [-0.1, -0.2, -0.1], [0.1, -0.4, 0.2], [0.1, 1.0, -0.4], [0.1, -1.0, 0.2], [-0.3, -0.4, -0.5], [0.3, 0.1, -0.3], [0.0, 0.0, -0.3], [0.3, -0.1, 0.2], [-0.2, 0.0, -0.1], [0.1, 0.3, -0.1], [0.0, 0.0, 0.2], [0.1, -0.1, -0.1], [0.0, 0.2, 0.2], [0.2, 0.1, 0.3], [-0.3, 0.4, 0.0], [0.3, -0.5, -0.7], [0.0, -0.1, 0.2], [0.1, 0.1, 0.0], [-0.5, 0.3, -0.5], [0.1, 0.3, 0.6], [-0.2, -0.2, 0.1], [0.1, 0.3, -0.3], [0.2, 0.1, 0.1], [0.1, -0.1, 0.1], [-0.1, 0.8, 0.4], [-0.4, -0.3, -0.3], [0.1, -1.2, 0.3], [-1.0, -0.1, -0.2], [0.3, 1.2, -0.1], [0.2, -0.3, 0.2], [0.0, -0.1, -0.7], [0.2, 0.1, -0.1], [-0.1, 0.0, -0.1], [0.2, 0.0, -0.1], [-0.1, 0.0, 0.1], [-0.1, 0.0, 0.0], [-0.1, -0.1, 0.1], [0.1, 0.1, 0.1], [0.0, 0.1, 0.4], [0.2, 0.0, -0.1], [-0.1, 0.1, 0.1], [0.0, 0.0, -0.2], [0.0, 0.1, 0.0], [0.0, -0.2, 0.0], [0.1, -0.1, 0.2], [0.0, 0.0, -0.3], [0.1, -0.1, 0.1], [0.2, 0.1, 0.1]], "total_energy_ev": -104351.60111, "charge": -2, "multiplicity": 1}



# 2
{"formula": "C34H48N3PZn", "method": "ωB97M-V/def2-TZVPD", "species": ["Zn", "N", "N", "C", "C", "C", "C", "H", "H", "H", "C", "C", "H", "H", "H", "C", "C", "H", "H", "H", "C", "H", "H", "H", "C", "H", "H", "H", "C", "H", "C", "H", "C", "H", "C", "H", "C", "C", "H", "C", "C", "H", "C", "H", "N", "C", "C", "C", "H", "C", "C", "H", "H", "H", "C", "H", "C", "C", "H", "H", "H", "C", "H", "H", "H", "C", "C", "P", "C", "C", "C", "C", "H", "H", "H", "H", "H", "H", "H", "H", "H", "H", "H", "H", "H", "H", "H"], "xyz": [[0.084, 0.032, 0.652], [1.111, -2.774, 2.855], [0.829, -1.933, -0.712], [1.859, 2.077, -0.116], [2.963, 1.272, 0.248], [2.755, 0.782, 1.565], [3.651, -0.084, 2.365], [4.538, -0.372, 1.789], [3.131, -0.995, 2.704], [3.990, 0.451, 3.264], [1.493, 1.249, 2.028], [1.031, 1.177, 3.437], [1.562, 1.910, 4.068], [1.217, 0.177, 3.857], [-0.045, 1.386, 3.523], [0.910, 2.062, 0.966], [-0.181, 3.053, 1.156], [-0.963, 2.666, 1.823], [-0.652, 3.304, 0.197], [0.201, 3.991, 1.592], [4.163, 1.024, -0.585], [4.948, 1.771, -0.391], [3.914, 1.078, -1.653], [4.589, 0.033, -0.376], [1.705, 2.845, -1.371], [0.647, 3.054, -1.578], [2.102, 2.286, -2.230], [2.238, 3.808, -1.325], [0.627, -3.570, 3.806], [1.094, -3.496, 4.796], [-0.443, -4.453, 3.589], [-0.837, -5.034, 4.419], [-0.980, -4.566, 2.300], [-1.796, -5.259, 2.081], [-0.440, -3.781, 1.282], [-0.781, -3.839, 0.254], [0.592, -2.868, 1.613], [1.130, -1.884, 0.693], [2.178, -1.628, 0.879], [0.277, -0.805, -1.274], [1.258, -2.822, -1.698], [1.717, -3.764, -1.460], [1.031, -2.209, -2.872], [1.203, -2.542, -3.878], [0.526, -0.929, -2.598], [0.399, 0.127, -3.553], [1.445, 0.422, -4.445], [1.284, 1.514, -5.310], [2.085, 1.746, -6.015], [0.159, 2.335, -5.264], [-0.001, 3.483, -6.222], [-0.526, 4.313, -5.736], [-0.591, 3.188, -7.102], [0.976, 3.832, -6.573], [-0.843, 2.044, -4.339], [-1.719, 2.694, -4.276], [-0.743, 0.935, -3.493], [-1.849, 0.639, -2.546], [-2.130, -0.420, -2.536], [-2.732, 1.231, -2.830], [-1.570, 0.937, -1.522], [2.740, -0.321, -4.477], [2.637, -1.330, -4.897], [3.215, -0.393, -3.487], [3.435, 0.230, -5.126], [-1.773, -0.881, 4.389], [-2.505, -1.273, 3.109], [-2.141, -0.220, 1.640], [-2.920, -1.128, 0.242], [-3.902, -2.228, 0.616], [-3.296, 1.208, 1.847], [-3.328, 1.873, 3.222], [-0.686, -0.990, 4.282], [-2.086, -1.561, 5.193], [-1.999, 0.144, 4.712], [-2.246, -2.310, 2.837], [-3.598, -1.252, 3.271], [-3.403, -0.373, -0.396], [-2.085, -1.539, -0.347], [-4.703, -1.848, 1.261], [-4.367, -2.612, -0.298], [-3.408, -3.067, 1.116], [-3.016, 1.943, 1.074], [-4.296, 0.832, 1.577], [-3.697, 1.200, 4.004], [-2.349, 2.266, 3.530], [-4.014, 2.729, 3.185]], "forces_ev_per_a": [[0.2, 0.2, 0.3], [0.0, -0.5, 0.5], [-0.6, -0.2, -1.4], [0.0, -0.7, 1.1], [-0.9, 0.4, 0.7], [-1.1, 0.8, -0.3], [0.2, -0.3, 0.3], [-0.1, 0.0, 0.2], [0.2, 0.1, 0.0], [0.1, -0.1, -0.1], [0.9, 0.4, -1.0], [-0.1, -0.1, 0.4], [-0.1, -0.1, -0.1], [-0.1, 0.2, 0.0], [0.2, 0.0, 0.1], [1.0, -0.6, -0.1], [-0.4, 0.4, 0.0], [0.1, 0.2, -0.1], [0.0, 0.0, 0.2], [-0.1, -0.1, 0.0], [0.3, -0.1, -0.3], [0.0, -0.1, -0.1], [0.1, 0.0, 0.1], [0.0, 0.2, -0.2], [-0.1, 0.2, -0.5], [0.2, 0.0, -0.1], [-0.1, 0.2, 0.0], [-0.1, -0.1, -0.1], [-0.6, -0.2, -0.5], [-0.2, 0.0, -0.3], [0.2, 0.1, 0.3], [0.1, 0.0, -0.2], [0.5, 0.3, -0.3], [0.2, 0.2, 0.1], [0.1, -0.1, 0.7], [-0.1, 0.0, 0.1], [-0.1, 0.3, -0.6], [-0.1, 0.2, 0.5], [-0.4, -0.1, -0.1], [1.7, -0.9, 0.6], [-0.1, 0.6, 0.5], [-0.1, -0.1, 0.0], [0.3, 0.4, -0.2], [0.0, 0.0, 0.0], [-0.3, -0.7, 0.0], [-0.1, 0.5, -0.3], [-0.5, 0.4, 0.1], [-0.1, -0.1, 0.3], [-0.2, -0.1, 0.2], [-0.1, -0.2, 0.1], [0.0, 0.1, -0.1], [0.1, -0.1, -0.1], [0.1, 0.0, 0.2], [-0.2, 0.0, 0.0], [0.3, -0.3, -0.1], [0.2, -0.3, 0.0], [0.1, 0.2, -0.3], [-0.7, 0.5, 0.3], [0.1, 0.1, 0.0], [0.2, -0.3, 0.1], [-0.2, -0.1, -0.3], [0.6, -0.1, -0.3], [0.1, 0.2, 0.2], [-0.3, -0.1, -0.2], [-0.1, -0.2, 0.2], [0.1, -0.1, 0.3], [0.0, -0.1, 0.0], [-0.4, 0.0, 0.0], [0.3, -0.1, -0.1], [-0.3, 0.1, -0.2], [0.0, -0.1, -0.2], [-0.1, 0.3, 0.0], [-0.3, 0.1, 0.0], [0.1, 0.1, -0.1], [0.2, -0.3, -0.1], [-0.1, 0.4, 0.1], [0.3, 0.0, -0.1], [0.1, -0.1, 0.1], [-0.3, 0.0, 0.0], [0.1, -0.1, -0.1], [0.1, 0.0, 0.2], [-0.1, 0.1, -0.1], [-0.2, -0.2, 0.2], [0.2, 0.1, 0.1], [0.1, 0.1, -0.2], [-0.2, -0.2, -0.1], [0.1, -0.1, 0.0]], "charge": -2, "relative_energy_ev": 0.000, "multiplicity": 1}